1.
{"formula": "C4H11N3", "method": "ωB97M-V/def2-TZVPD", "elements": ["C", "C", "N", "N", "H", "H", "H", "H", "H", "H", "H", "H", "C", "C", "N", "H", "H", "H"], "coordinates": [[-0.55617, 0.88373, -0.15871], [-0.75236, 1.26696, 1.28816], [-1.47493, -1.27916, 0.08502], [-1.44969, -1.85114, -1.07399], [-0.65594, -1.61186, 0.60131], [-2.20564, -1.51985, -1.67113], [-0.46564, -1.85360, -1.55396], [0.11717, 1.57147, -0.67204], [-1.47177, 0.83994, -0.73617], [-1.07183, 2.31301, 1.37716], [0.17242, 1.17913, 1.86415], [-1.50853, 0.64465, 1.76686], [2.13754, 0.14464, 0.13567], [1.02410, -0.38205, -0.70913], [0.90919, -1.16715, -1.60289], [2.18471, 1.23311, 0.09251], [1.98574, -0.13775, 1.17856], [3.08163, -0.27409, -0.21138]], "forces_ev_per_angstrom": [[0.2, -0.3, 0.0], [0.0, 0.0, 0.0], [0.2, 0.0, -0.3], [0.1, 0.2, 0.1], [0.0, 0.0, -0.1], [0.0, 0.0, 0.1], [-0.1, 0.0, 0.1], [0.0, 0.0, 0.0], [0.0, 0.0, 0.0], [0.0, -0.1, 0.0], [0.0, 0.0, 0.0], [0.0, 0.0, 0.0], [0.0, 0.1, 0.1], [-0.2, -0.3, -0.3], [0.0, 0.3, 0.4], [0.0, 0.0, 0.0], [0.0, 0.0, 0.0], [-0.1, 0.0, 0.0]], "nbo_charge": [-0.43, -0.65, -0.31, -0.48, 0.33, 0.35, 0.39, 0.19, 0.20, 0.21, 0.20, 0.22, -0.69, 0.29, -0.53, 0.23, 0.23, 0.24], "relative_energy_kj_mol": 578.5, "orbital_gap_ev": [7.25, 8.00], "energy_ha": -323.08619, "spin_multiplicity": 1}

2.
{"formula": "C2H40O17S2", "method": "ωB97M-V/def2-TZVPD", "elements": ["C", "C", "S", "S", "H", "H", "H", "H", "H", "H", "H", "H", "O", "H", "H", "O", "H", "H", "O", "H", "H", "O", "H", "H", "O", "H", "H", "O", "H", "H", "O", "H", "H", "O", "H", "H", "O", "H", "H", "O", "H", "H", "O", "H", "H", "O", "H", "H", "O", "H", "H", "O", "H", "H", "O", "H", "H", "O", "H", "H", "O"], "coordinates": [[0.56426, 0.44265, -0.87188], [1.68221, -0.11695, -1.65528], [3.27709, 0.70906, -1.42903], [3.62791, 1.22018, 0.43404], [0.34640, 0.16198, 0.17015], [-0.39223, 0.17890, -1.30696], [0.47620, 1.53334, -0.73104], [1.68201, 0.03454, -2.73115], [1.93260, -1.18782, -1.67667], [3.76105, 0.09969, 1.17617], [-1.79248, -2.21104, -1.00949], [-2.55368, -2.05642, -2.49920], [-2.38988, -1.75560, -1.60466], [-2.46070, -0.07728, 1.71698], [-1.26291, -0.75035, 1.68901], [-1.52330, 0.19034, 1.64310], [-2.90865, 1.09606, -1.35858], [-1.88568, 0.79590, -0.02812], [-2.22065, 1.37445, -0.73336], [2.25615, -1.52072, 1.99818], [2.54846, -2.44470, 0.70613], [2.87674, -1.77738, 1.29388], [-0.46499, 3.97133, -0.20416], [0.99576, 4.49672, 0.16250], [0.17014, 4.15875, 0.49978], [-0.32580, -1.64153, 3.12667], [0.49069, -0.31601, 3.06815], [0.56587, -1.29385, 3.11719], [1.30520, -2.10553, -3.41082], [1.66482, -1.47709, -4.71527], [0.93887, -1.49437, -4.07401], [-1.35084, 3.48292, 2.88519], [-0.00976, 3.54815, 2.06270], [-0.40877, 3.68050, 2.96511], [0.36983, -4.72977, 1.13736], [-0.10214, -3.39159, 1.59009], [-0.06664, -3.92841, 0.78036], [-1.39868, -1.74430, 3.61133], [-2.28664, -2.47552, 2.43002], [-1.43722, -2.12068, 2.72850], [-0.74703, -1.96962, -4.53926], [-1.75370, -1.42213, -3.60956], [-1.71199, -1.95645, -4.41920], [0.66884, -3.90026, -1.72256], [2.01480, -4.07960, -1.03772], [1.58553, -3.61465, -1.77411], [0.47499, 2.27320, 3.43375], [1.46667, 1.72770, 2.46577], [1.04047, 1.46117, 3.29376], [-1.64723, 0.74911, 3.51641], [-1.02445, 1.59157, 4.79446], [-1.74035, 1.09432, 4.41691], [-4.48452, 0.69836, -3.49340], [-3.00460, 0.15340, -3.40652], [-3.60651, 0.84633, -3.13223], [-1.85851, 3.77069, -2.76307], [-1.72581, 2.81766, -1.54128], [-1.57913, 3.74475, -1.84846], [-3.42812, -1.25603, 0.11671], [-3.77424, -2.53424, 0.67335], [-3.28135, -1.74514, 0.94414]], "forces_ev_per_angstrom": [[-2.2, 0.4, 1.0], [2.1, -0.1, -0.3], [0.7, -0.5, -1.3], [-0.2, 1.1, 2.0], [1.2, -0.7, -0.1], [-0.1, -0.1, -0.6], [0.7, -0.2, -0.8], [-0.9, 0.7, -0.1], [-0.7, 0.2, 1.1], [0.2, -0.2, -0.6], [0.3, -0.7, -0.8], [0.4, -1.4, 0.5], [-1.0, 1.6, 0.5], [-0.1, 1.1, 0.0], [1.1, 0.4, -0.1], [-1.2, -0.6, -0.1], [0.2, -0.7, 0.5], [-0.5, -0.2, -0.3], [-0.2, 1.1, -0.2], [-0.5, -0.7, -0.4], [-0.8, -0.3, 0.0], [1.0, 0.7, 0.6], [0.3, 0.3, -0.5], [0.1, 0.0, -0.6], [-0.2, -0.3, 0.4], [3.6, 0.6, -0.7], [0.4, -0.2, 0.3], [2.3, 1.4, 0.5], [-0.3, 0.1, 0.1], [-0.3, 0.2, -0.1], [0.7, -0.8, -0.4], [0.2, 0.0, -0.1], [-0.9, 0.7, 0.5], [0.2, -0.4, 0.0], [-0.4, 0.4, -0.5], [-0.1, 0.3, -0.3], [0.5, -0.7, 0.9], [-2.4, -0.3, 1.0], [-0.1, 0.3, 0.6], [-3.2, -2.6, -0.9], [0.1, 0.0, -0.2], [0.4, 0.1, -0.7], [-0.4, 0.3, 0.6], [-0.1, 0.0, 0.2], [-0.2, 0.3, -0.4], [0.2, -0.2, 0.0], [0.2, -0.7, 0.0], [0.3, -0.4, 0.0], [-0.2, 0.8, -0.2], [1.0, 0.8, 0.2], [0.7, 0.0, -0.6], [-1.8, -0.8, 0.4], [0.2, -0.3, -0.2], [-0.2, -0.1, -0.4], [0.0, 0.5, 0.5], [0.0, 0.0, -0.2], [-0.1, 0.4, -0.1], [0.1, -0.4, 0.4], [0.5, 0.4, 0.0], [0.0, -0.2, 0.5], [-1.1, -0.5, -0.9]], "nbo_charge": [-0.66, -0.55, 0.07, -0.18, 0.23, 0.22, 0.24, 0.24, 0.22, 0.16, 0.51, 0.50, -1.01, 0.48, 0.50, -0.97, 0.51, 0.51, -1.03, 0.51, 0.47, -0.99, 0.52, 0.49, -0.98, 0.43, 0.51, -1.00, 0.50, 0.49, -0.96, 0.48, 0.51, -0.98, 0.47, 0.50, -0.97, 0.51, 0.54, -0.97, 0.51, 0.43, -0.96, 0.48, 0.48, -0.96, 0.50, 0.48, -1.00, 0.49, 0.49, -1.00, 0.49, 0.48, -0.96, 0.48, 0.50, -1.00, 0.51, 0.49, -1.00], "relative_energy_kj_mol": 591.6, "orbital_gap_ev": 7.44, "energy_ha": -2175.54254, "spin_multiplicity": 1}

3.
{"formula": "C16H41INbO6", "method": "ωB97M-V/def2-TZVPD", "elements": ["C", "C", "O", "O", "C", "C", "Nb", "O", "I", "H", "H", "H", "H", "H", "H", "H", "H", "H", "H", "H", "C", "C", "O", "C", "C", "H", "H", "H", "H", "H", "H", "H", "H", "H", "H", "C", "C", "O", "C", "C", "H", "H", "H", "H", "H", "H", "H", "H", "H", "H", "C", "C", "O", "C", "C", "H", "H", "H", "H", "H", "H", "H", "H", "H", "H"], "coordinates": [[6.19536, -2.03478, 3.28096], [6.35462, -1.11520, 1.91949], [6.51402, -1.75856, 0.73050], [6.39212, 0.35451, 1.86935], [5.19918, 0.95433, 2.52412], [3.82313, 0.80310, 1.62881], [2.26454, -0.61265, 2.49794], [0.76824, -2.00903, 3.10064], [0.17032, 1.36080, 2.31782], [5.83301, -1.34849, 4.18809], [5.41011, -2.91634, 3.10386], [7.20787, -2.59752, 3.57005], [5.42606, 2.12527, 2.56628], [5.07451, 0.62517, 3.65286], [3.33729, 1.87237, 1.42366], [4.15164, 0.37901, 0.57467], [2.57925, -0.08074, 4.22640], [3.47015, -1.95418, 2.67093], [1.94143, -1.17824, 0.77344], [0.62930, -2.61677, 2.29813], [4.53201, -6.59429, -2.61651], [3.71968, -5.42914, -3.15885], [3.24332, -4.54820, -2.14444], [4.23415, -3.91143, -1.34078], [5.19634, -3.04817, -2.13872], [3.93914, -7.17290, -1.89792], [4.84178, -7.25590, -3.43211], [5.43311, -6.25792, -2.10028], [2.83684, -5.82559, -3.66992], [4.28488, -4.87015, -3.91002], [4.77191, -4.65623, -0.74483], [3.69742, -3.27516, -0.62845], [5.76619, -3.63316, -2.86422], [5.90904, -2.55473, -1.47043], [4.64897, -2.27982, -2.69585], [-3.15579, 6.40726, -1.26952], [-1.95494, 5.47769, -1.34328], [-1.60152, 4.90587, -0.08626], [-2.59665, 4.10650, 0.54922], [-3.02824, 2.90786, -0.27828], [-2.96960, 7.21743, -0.55425], [-3.36090, 6.84441, -2.25223], [-4.05678, 5.88444, -0.94318], [-1.08726, 6.05267, -1.68138], [-2.11075, 4.69036, -2.08626], [-3.45612, 4.72530, 0.82753], [-2.15786, 3.74798, 1.48690], [-3.48080, 3.20642, -1.22661], [-3.76229, 2.31020, 0.27126], [-2.16570, 2.27427, -0.51271], [-8.19525, 2.39452, -0.67691], [-6.94197, 1.73041, -1.22448], [-6.07522, 1.22953, -0.20968], [-6.62030, 0.23724, 0.65713], [-7.07775, -1.01545, -0.07036], [-7.92918, 3.21805, -0.00336], [-8.80555, 2.79095, -1.49499], [-8.81258, 1.69542, -0.10965], [-6.36913, 2.47390, -1.78739], [-7.19398, 0.93574, -1.93242], [-7.43063, 0.66465, 1.25693], [-5.82549, -0.03405, 1.36069], [-7.87764, -0.80555, -0.78409], [-7.45042, -1.75610, 0.64419], [-6.24666, -1.45718, -0.63120]], "forces_ev_per_angstrom": [[-0.2, 0.2, 0.4], [0.8, -2.6, -5.9], [-0.8, 4.1, 7.6], [-1.5, -3.7, 1.4], [-1.0, 2.2, 0.5], [1.1, 0.2, -1.0], [-3.5, -0.6, 0.9], [1.9, 0.3, -2.9], [0.5, -0.2, 0.0], [0.8, -1.7, -2.0], [1.7, 2.4, 0.1], [-2.0, 1.7, -0.9], [-0.1, -2.6, -0.1], [0.3, 0.3, -2.4], [1.1, -2.3, 0.5], [-0.5, 1.0, 2.0], [0.8, -0.1, 0.4], [0.0, 0.6, -0.1], [0.5, -0.4, -0.2], [0.2, 1.2, 1.8], [0.1, -0.1, 0.1], [-0.1, 0.2, 0.3], [-0.2, -0.3, -0.3], [0.1, 0.2, 0.0], [0.1, 0.1, -0.1], [0.1, 0.1, -0.2], [-0.1, 0.1, 0.1], [0.0, 0.0, -0.1], [0.0, 0.2, 0.2], [0.1, 0.0, 0.0], [0.1, 0.0, 0.0], [-0.1, -0.2, -0.2], [0.1, 0.0, 0.0], [-0.2, -0.1, 0.0], [0.0, -0.1, 0.1], [-0.1, 0.1, 0.1], [0.0, -0.1, 0.3], [0.1, 0.3, -0.2], [0.1, -0.2, -0.1], [0.1, -0.1, 0.0], [0.0, -0.1, -0.1], [0.1, 0.0, 0.1], [0.0, 0.0, -0.1], [0.0, -0.2, 0.2], [-0.1, 0.0, 0.0], [-0.1, 0.0, -0.1], [0.1, 0.2, -0.2], [-0.1, 0.0, 0.0], [0.1, 0.1, -0.1], [-0.1, 0.1, 0.1], [-0.1, 0.1, 0.1], [0.1, 0.0, 0.2], [0.0, 0.0, 0.0], [0.1, 0.0, -0.1], [0.0, -0.1, -0.2], [0.0, -0.1, -0.2], [0.1, 0.0, 0.1], [0.0, 0.0, -0.1], [0.1, -0.2, 0.2], [-0.1, -0.1, 0.0], [-0.1, 0.0, 0.0], [0.0, 0.2, -0.2], [0.0, 0.0, 0.1], [0.1, 0.1, -0.1], [-0.1, 0.1, 0.1]], "nbo_charge": [-0.75, 0.80, -0.62, -0.54, -0.10, -0.98, 1.66, -1.00, -0.46, 0.24, 0.28, 0.24, 0.19, 0.19, 0.25, 0.26, -0.44, -0.30, -0.41, 0.48, -0.64, -0.06, -0.54, -0.07, -0.65, 0.21, 0.20, 0.21, 0.18, 0.16, 0.15, 0.22, 0.18, 0.25, 0.21, -0.64, -0.06, -0.53, -0.07, -0.65, 0.21, 0.21, 0.20, 0.18, 0.16, 0.15, 0.21, 0.19, 0.23, 0.23, -0.64, -0.06, -0.54, -0.07, -0.64, 0.21, 0.21, 0.20, 0.19, 0.16, 0.16, 0.20, 0.20, 0.21, 0.22], "orbital_gap_ev": 7.07, "energy_ha": -1440.10028, "spin_multiplicity": 1, "total_charge": -1}